Here is a 2-piece molecular cluster, C20H15NO2 overall at a distorted geometry from the Open Molecules 2025 dataset. Energies are from ωB97M-V with the def2-TZVPD basis set.

XYZ file:
```
38
Properties=species:S:1:pos:R:3:nbo_charge:R:1
O 1.700 0.617 1.943 -0.6592
C 0.623 0.043 2.174 0.5503
N -0.437 -0.531 2.336 -0.5697
C 1.291 8.597 -0.964 -0.2252
C 2.301 7.991 -1.725 -0.1932
C 2.044 6.796 -2.398 -0.2631
C 0.775 6.239 -2.285 0.2915
O 0.549 4.987 -2.846 -0.5166
C 1.116 3.921 -2.165 0.3364
C 0.355 3.342 -1.139 -0.2535
C 0.919 2.325 -0.384 -0.1112
C 2.199 1.763 -0.701 -0.1995
C 2.663 0.577 0.017 0.2424
C 4.103 0.344 0.188 -0.1858
C 4.435 -0.898 0.794 -0.1005
C 5.711 -1.447 0.723 -0.2281
C 6.745 -0.738 0.102 -0.1497
C 6.510 0.555 -0.368 -0.2333
C 5.226 1.136 -0.253 -0.1303
C 2.907 2.378 -1.765 -0.0973
C 2.384 3.439 -2.490 -0.2931
C -0.260 6.839 -1.574 -0.2563
C 0.015 8.018 -0.883 -0.1915
H 1.493 9.543 -0.451 0.2194
H 3.289 8.458 -1.810 0.2187
H 2.792 6.290 -3.008 0.2225
H -0.673 3.705 -0.965 0.2403
H 0.350 1.964 0.480 0.2519
H 2.064 -0.374 -0.112 0.2454
H 3.603 -1.455 1.241 0.2338
H 5.870 -2.456 1.121 0.2299
H 7.710 -1.195 -0.005 0.2228
H 7.329 1.104 -0.871 0.2284
H 5.119 2.180 -0.596 0.2294
H 3.868 1.996 -2.081 0.2103
H 2.903 3.891 -3.337 0.2325
H -1.240 6.365 -1.573 0.2299
H -0.778 8.498 -0.301 0.2212
```

Output
LUMO energy	-2.02	eV
gap between HOMO and LUMO	6.6	eV